The following is a DFT calculation (ωB97M-V/def2-TZVPD) of an isolated molecule of C2HClF2S.

Output
**Kohn-Sham gap**: 8.5008 eV
**Relative energy (zero: lowest compared OMol25 entry of this formula, charge and spin)**: 15.31 kcal per mole
**DFT total energy**: -1134.870000 a.u.
**Structure (SMILES)**: FC(F)C(=S)Cl
**HOMO energy**: -9.91 eV
**M**: 130.55 g mol⁻¹

Structure (XYZ):
```
7
Properties=species:S:1:pos:R:3:forces:R:3
F -1.207 -0.454 1.099 0.4 0.9 0.5
C -0.276 -0.526 0.122 -2.9 -4.8 -2.2
F 0.571 -1.555 0.489 0.2 1.2 0.0
C 0.435 0.744 -0.231 0.4 0.1 -0.2
S 1.675 0.800 -1.237 -0.1 -0.2 0.1
Cl -0.224 2.120 0.526 -0.3 0.4 0.2
H -0.974 -1.129 -0.768 2.3 2.5 1.6
```
Positions in Å, forces in eV/Å.